Here is a molecular structure, C38H35ClN2PbSi2 in a non-equilibrium geometry from the Open Molecules 2025 dataset. Energies are from ωB97M-V/def2-TZVPD.

Properties
Total energy (eV): -76479.7534
Net charge: 0
Multiplicity: 1

Geometry as XYZ:
```
79
Properties=species:S:1:pos:R:3:lowdin_charge:R:1
Pb -1.10410 -1.76579 1.93440 1.170
Cl -0.16393 -2.67198 -0.26141 -0.155
Si -0.33680 2.81164 -2.77204 0.708
Si 0.16297 0.51267 -2.03230 0.714
N -0.63422 -4.01025 3.03674 -0.024
N 1.60245 -2.37938 2.57511 0.031
C -3.29231 4.45042 -5.12081 -0.088
C 0.06359 -0.12650 4.48456 -0.216
C 0.60733 -4.48244 3.36640 -0.150
C -0.41878 -6.55863 4.16302 0.003
C -3.40484 0.14529 0.19502 -0.133
C 0.97542 2.25951 -5.22722 -0.113
C 2.08222 2.23703 -6.08571 -0.091
C -3.43224 1.31241 0.96439 -0.099
C 3.23009 2.97317 -5.77250 -0.095
C -1.25787 1.91923 0.09958 -0.156
C 4.08142 1.36118 -1.21716 -0.089
C 2.91551 0.86134 -1.79507 -0.122
C -4.16073 2.33898 -4.31350 -0.086
C -4.30925 3.48784 -5.09785 -0.089
C -1.94769 3.06681 -3.64900 -0.325
C 1.73656 0.72792 -1.04132 -0.336
C 0.74362 -5.79351 3.93875 -0.149
C -2.36620 2.21016 0.90579 -0.076
C 1.04763 2.99185 -4.02828 -0.370
C -0.50056 -1.30579 5.03720 -0.232
C 3.02373 -4.16767 3.52129 -0.006
C 2.98392 1.39945 0.94455 -0.085
C 2.04373 -6.27384 4.24583 -0.030
C 2.17291 3.78070 -3.73556 -0.115
C 3.15481 -5.47901 4.01870 -0.067
C -1.21889 0.76617 -0.70783 -0.403
C 4.10722 1.65731 0.15062 -0.096
C -2.11410 4.24674 -4.39877 -0.098
C -3.00162 2.13985 -3.55828 -0.090
C -2.31421 -0.11484 -0.63979 -0.243
C -1.65685 -6.04829 3.80587 -0.040
C -1.91316 -1.24684 4.85985 -0.249
C 1.77293 -3.67500 3.15188 -0.225
C 3.26602 3.75415 -4.60839 -0.094
C -2.21993 -0.01667 4.19457 -0.273
C 1.81273 0.90477 0.35186 -0.107
C -1.71635 -4.77434 3.23078 -0.127
C -0.99871 0.67142 3.96444 -0.232
H -2.68007 -4.36375 2.90303 0.112
H 5.02143 2.05773 0.59490 0.100
H 0.19341 -0.90279 -2.42081 -0.039
H -0.45070 2.65588 0.07901 0.080
H -2.30277 -1.02757 -1.23515 0.074
H 3.02472 1.58846 2.02508 0.104
H 1.74993 -2.35023 1.55822 0.036
H 4.16127 4.33154 -4.37381 0.100
H -1.32490 5.00418 -4.40195 0.107
H 0.07448 1.67838 -5.46694 0.108
H 1.11570 0.15712 4.51633 0.077
H 2.17431 -1.66561 3.01855 0.090
H -2.63140 -1.99422 5.20191 0.078
H 3.89833 -3.53200 3.40794 0.117
H 0.04465 -2.09537 5.55220 0.083
H 0.95545 0.69122 0.98951 0.075
H -4.24450 -0.55933 0.24561 0.109
H -4.29165 1.52584 1.60763 0.108
H -4.96360 1.59882 -4.28091 0.103
H -0.30774 -7.54424 4.61388 0.122
H -2.40419 3.14232 1.48615 0.115
H 2.19111 4.38400 -2.81938 0.100
H -2.57906 -6.60601 3.95799 0.110
H 2.04810 1.63088 -6.99253 0.101
H 4.14831 -5.87324 4.22927 0.108
H 2.12852 -7.28082 4.66012 0.115
H -3.42393 5.36580 -5.70093 0.102
H -2.90343 1.27278 -2.89725 0.084
H -0.15690 3.91085 -1.80329 0.014
H 4.97334 1.50930 -1.83639 0.105
H 2.90007 0.60430 -2.85187 0.100
H -5.22928 3.64611 -5.66803 0.103
H -3.21481 0.34325 3.94275 0.074
H 4.09552 2.94343 -6.43344 0.098
H -0.89323 1.65575 3.51417 0.075
```

Here is 2 unconnected molecules or ions with the total composition C4H11N2 in a non-equilibrium geometry from the Open Molecules 2025 dataset. Energies are from ωB97M-V/def2-TZVPD.

Properties
Total energy (eV): -7294.2724
Net charge: +1
Multiplicity: 1

Geometry as XYZ:
```
17
Properties=species:S:1:pos:R:3:lowdin_charge:R:1
N -1.62485 -0.26839 0.75453 0.095
N 0.81144 -2.13558 0.13294 0.230
C 0.63612 -0.71296 -0.38807 -0.239
C -0.23965 -0.39693 -1.59294 -0.042
C 0.45469 2.97059 0.79841 0.116
C -0.66159 -0.05144 -0.23010 -0.257
H -0.43345 3.41753 0.40648 -0.006
H -1.41823 -0.02860 1.75936 0.129
H -0.82240 -1.17132 -2.30642 0.166
H 1.06173 -1.94212 1.06252 0.140
H 0.75153 3.08720 1.75153 -0.055
H -0.11680 -2.71566 0.08247 0.224
H 1.07211 2.41492 0.11431 -0.024
H 0.13413 0.43919 -2.21008 0.115
H -2.62856 -0.11869 0.57069 0.113
H 1.56376 -0.25135 -0.17339 0.131
H 1.46001 -2.53640 -0.53223 0.165
```

Here is 2 unconnected molecules or ions with the total composition C5H11O2 in a non-equilibrium geometry from the Open Molecules 2025 dataset. Energies are from ωB97M-V/def2-TZVPD.

Properties
Total energy (eV): -9459.7794
Net charge: -1
Multiplicity: 1

Geometry as XYZ:
```
18
Properties=species:S:1:pos:R:3:lowdin_charge:R:1
O 1.62227 1.68539 -0.41500 -0.103
O 3.62809 0.67240 -0.66605 -0.105
C -2.26374 1.36255 -0.08876 -0.181
C 2.37692 0.69298 -0.56920 -0.775
C -2.51711 -0.11269 0.12775 -0.166
C 1.70544 -1.29680 0.82539 -0.131
C 1.68575 -0.69084 -0.58474 -0.212
H 0.66967 -0.61738 -0.98187 0.078
H -3.13325 2.02555 -0.00891 0.052
H -1.56000 -0.60428 0.28523 0.050
H 2.66750 -1.12577 1.31040 0.066
H -1.56655 1.80443 0.61484 0.060
H 2.23431 -1.36733 -1.25215 0.088
H 1.54680 -2.37915 0.79036 0.050
H 0.93736 -0.81937 1.44402 0.059
H -1.83541 1.62286 -1.05360 0.063
H -3.17952 -0.29692 0.95952 0.049
H -3.01854 -0.55566 -0.73722 0.059
```

Here is C23H23BrF5NO6S in the gas phase in a non-equilibrium geometry from the Open Molecules 2025 dataset. Energies are from ωB97M-V/def2-TZVPD.

Properties
Total energy (eV): -132452.5399
Net charge: 0
Structure (SMILES): C#CCCCc1c(C=C)c(S(=O)(=O)C(F)(F)C(F)(F)F)c(C[C@@H](C)Br)c2c1C(=O)N(OC[C@H](C)O)C2=O
Multiplicity: 1

Geometry as XYZ:
```
60
Properties=species:S:1:pos:R:3:lowdin_charge:R:1
Br 3.10251 -3.19434 -1.23391 0.705
S 3.91715 -0.43096 1.16249 0.783
F 1.90743 1.39156 3.16961 0.136
F 4.58509 2.07023 2.08146 0.090
F 3.60293 1.56695 4.72667 0.122
F 2.90850 -0.49055 4.06156 0.112
F 5.37203 0.31664 3.21789 0.074
O 4.80845 -0.05535 0.03462 -0.305
O -1.42114 -3.55175 0.21013 0.119
O 4.38039 -1.73770 1.65369 -0.300
O -2.75249 0.34207 -1.88147 0.134
O -6.26886 -0.17302 -0.70286 -0.083
O -3.46285 -2.19383 -1.13947 -0.059
N -2.43055 -1.55458 -0.51226 -0.038
C 2.72795 2.12709 -0.36063 -0.155
C -1.33689 -2.35999 -0.02656 -0.281
C -5.94325 -1.53656 -1.08180 -0.370
C 3.07491 0.83923 3.65376 -0.395
C 4.23749 0.80527 2.53652 -0.361
C 1.75947 0.88077 -0.17553 -0.060
C -0.56760 -0.09461 -0.63820 0.057
C 1.95015 -5.38608 0.43567 -0.134
C -4.63682 -1.98914 -0.29174 -0.089
C -0.13899 2.37680 -1.46484 -0.134
C -0.60353 6.18230 -0.54359 -0.142
C 2.53812 -3.88963 0.53750 -0.668
C 2.20555 -0.39952 0.53661 -0.161
C -2.04477 -0.29973 -1.13648 -0.275
C -5.82126 -1.59042 -2.65504 -0.051
C 1.59885 -2.89666 1.37471 -0.166
C -0.04335 7.23996 -0.27209 0.055
C 3.48138 2.32312 -1.54288 0.033
C -0.11325 -1.37470 0.06024 0.039
C 0.37546 1.06136 -0.75604 -0.052
C 1.24131 -1.54846 0.65317 -0.131
C -1.20864 4.73749 -0.79793 -0.181
C -0.04227 3.68551 -0.55559 -0.207
H -5.67952 -2.64978 -3.02843 0.091
H 3.49758 -3.99964 1.14097 0.081
H -1.25436 2.21339 -1.65935 0.104
H 2.78580 -6.10569 0.73511 0.082
H 0.04755 3.42540 0.54999 0.125
H 4.27833 1.57809 -1.85865 0.077
H 2.12856 -2.67009 2.36128 0.116
H -4.37615 -1.13285 0.41404 0.141
H 1.65052 -5.66601 -0.61748 0.066
H -1.59078 4.74222 -1.86164 0.115
H -6.82780 -2.17311 -0.74455 0.144
H -6.80288 -1.22253 -3.10430 0.089
H -5.02785 -0.87192 -3.04340 0.087
H 0.64008 8.04658 0.11013 0.047
H 0.68299 -3.50674 1.67713 0.111
H 2.82874 2.88208 0.47169 0.113
H 3.30182 3.24239 -2.19229 0.079
H 0.31884 2.52789 -2.49971 0.136
H 0.94110 4.20190 -0.82029 0.102
H -6.68433 -0.19916 0.18623 0.099
H 1.10037 -5.57485 1.15410 0.076
H -2.04553 4.63367 -0.03104 0.119
H -4.85168 -2.92003 0.32310 0.135
```